1) # C6H12NO3

The ion C6H12NO3 with charge -1 (ωB97M-V with the def2-TZVPD basis set, OMol25).

Results
Spin multiplicity: 1
Total charge: -1
Gap between HOMO and LUMO (eV): 5.52

Each line ends with the natural charge from an NBO analysis.
Element x y z (Å)
C1 -1.50480 0.06206 -0.79984  -0.4534
C2 -0.23026 0.83559 -0.66527  -0.4208
C3 -2.63647 0.40576 -0.14847  0.2073
C4 0.89847 0.06208 0.10617  0.0633
C5 1.51138 0.93139 1.22928  -0.6054
C6 2.00499 -0.33975 -0.86946  -0.6020
N1 0.35506 -1.12129 0.79395  -0.3751
O1 0.54346 -2.35002 0.06089  -0.6127
O2 -4.79884 0.24402 0.55297  -0.7003
O3 -3.76358 -0.25548 -0.25667  -0.3108
H1 -1.49871 -0.79684 -1.45595  0.1992
H2 -0.66925 -0.98700 0.79890  0.3769
H3 0.15659 1.10538 -1.65562  0.1883
H4 -0.45058 1.76693 -0.13950  0.1963
H5 -2.65086 1.27573 0.51166  0.1592
H6 1.05151 1.91472 1.27039  0.1982
H7 2.58099 1.06061 1.07746  0.1920
H8 1.35697 0.44504 2.18856  0.2248
H9 2.42686 0.55508 -1.32354  0.1962
H10 1.60559 -0.98438 -1.64794  0.2207
H11 2.79563 -0.87816 -0.34628  0.1977
H12 0.91585 -2.95148 0.71831  0.4602

---

2) # C6H12NO3

A cluster of 2 separate species, C6H12NO3 in total (ωB97M-V with the def2-TZVPD basis set, OMol25).

Results
Spin multiplicity: 1
Total charge: -1
Gap between HOMO and LUMO (eV): 9.01

Each line ends with the natural charge from an NBO analysis.
Element x y z (Å)
C1 -0.50713 -2.07283 0.05164  -0.5120
C2 -1.88779 -1.35013 -0.16643  -0.6228
C3 0.17429 -2.25284 -1.26598  0.6732
O1 -0.45686 -2.92562 -2.15845  -0.6978
N1 1.51985 -1.91055 -1.31672  -0.8791
H1 0.17772 -1.33902 0.65219  0.2446
H2 -0.61519 -2.93747 0.75801  0.2172
H3 -1.63033 -0.29011 -0.40974  0.2433
H4 -2.38546 -1.12143 0.87979  0.1698
H5 1.92548 -2.14700 -2.16455  0.3610
H6 1.72859 -0.78408 -0.84351  0.4736
H7 -2.78059 -1.80403 -0.56432  0.2116
C4 0.91883 2.36068 0.92142  -0.5252
C5 -0.52168 2.61258 0.72229  -0.6124
C6 1.39032 0.94401 0.48127  0.7774
O2 0.73556 0.48237 -0.46080  -0.7817
O3 2.38430 0.44865 0.95528  -0.7351
H8 1.59635 3.04639 0.26731  0.1980
H9 1.19431 2.84698 1.86852  0.1983
H10 -1.19631 1.96265 1.26857  0.2007
H11 -0.78928 2.59825 -0.32814  0.2148
H12 -0.97498 3.63253 0.85236  0.1825

---

Which structure is the least stable? The one labeled 1).

---

1) # C47H40BInN10P2S2

A structure of composition C47H40BInN10P2S2 (ωB97M-V with the def2-TZVPD basis set, OMol25).

Results
Spin multiplicity: 2
Total charge: +1
Gap between HOMO and LUMO (alpha / beta) (eV): 7.29 / 6.47
⟨S²⟩: 0.7569

Each line ends with the Löwdin charge.
Element x y z (Å)
In1 -0.04725 0.27633 -1.22946  0.7633
C1 -4.24719 1.45641 -2.01282  -0.0172
C2 -3.26581 0.48586 -1.84143  -0.1406
N1 -2.12632 1.04454 -1.43911  -0.0089
N2 -2.34505 2.37875 -1.36063  0.0461
C3 -3.61811 2.64146 -1.69875  -0.0293
B1 -1.24386 3.46581 -1.20542  -0.6541
N3 -0.32104 3.18682 0.00719  0.0562
C4 0.15918 4.01928 0.94485  -0.0348
C5 1.13081 3.35189 1.66979  -0.0206
C6 1.18581 2.08490 1.10231  -0.1526
N4 0.31638 2.00373 0.09455  -0.0233
N5 -0.36206 3.35464 -2.47424  0.0170
C7 0.20001 4.32194 -3.22487  -0.0688
C8 0.70753 3.73692 -4.36536  -0.0333
C9 0.40960 2.37960 -4.21847  -0.1345
N6 -0.21789 2.15228 -3.06915  0.0336
N7 -1.91980 4.81443 -1.10183  -0.0275
C10 -2.35469 5.63678 -2.09642  -0.0990
C11 -3.09489 6.63708 -1.52595  -0.0521
C12 -3.07839 6.33749 -0.14967  -0.1410
N8 -2.38457 5.24381 0.09656  0.0731
H1 -5.26583 1.30804 -2.32386  0.1073
H2 -3.35334 -0.57600 -1.96314  0.0640
H3 -4.00123 3.64774 -1.70677  0.1287
H4 -0.23201 5.01317 1.04746  0.1181
H5 1.71130 3.74108 2.48759  0.1079
H6 1.77848 1.22575 1.37539  0.0901
H7 0.22237 5.34798 -2.89780  0.1282
H8 1.19682 4.22524 -5.19007  0.1010
H9 0.60712 1.57117 -4.90314  0.1121
H10 -2.12070 5.45100 -3.13148  0.1206
H11 -3.58155 7.46010 -2.01928  0.0977
H12 -3.54089 6.87981 0.65944  0.1056
S1 -2.47937 -2.55010 -0.13070  0.4033
P1 -1.37421 -1.63509 1.21860  0.4354
C13 0.20481 -1.19383 0.50917  -0.4253
P2 1.62828 -2.28516 0.58652  0.4204
S2 2.69055 -2.26603 -1.06128  0.3635
C14 1.34995 -4.02802 1.03002  -0.3535
C15 2.48541 -4.73545 1.43369  -0.1026
C16 2.40028 -6.09666 1.66210  -0.0655
C17 1.19238 -6.76027 1.48268  -0.0703
C18 0.07812 -6.06503 1.04562  -0.0644
C19 0.15661 -4.69944 0.80706  -0.1036
C20 2.59132 -1.62053 1.99031  -0.3362
C21 3.41840 -0.52454 1.75792  -0.1275
C22 4.13240 0.04307 2.80197  -0.0719
C23 4.02728 -0.48478 4.08115  -0.0661
C24 3.22062 -1.59016 4.31271  -0.0592
C25 2.50254 -2.15984 3.27205  -0.1070
C26 -2.13318 -0.07554 1.77179  -0.3408
C27 -1.38822 0.82085 2.53427  -0.0967
C28 -1.95524 2.01524 2.94662  -0.0680
C29 -3.25871 2.32563 2.58507  -0.0624
C30 -4.01227 1.41938 1.85472  -0.0654
C31 -3.45659 0.21180 1.46090  -0.1027
C32 -1.28123 -2.60417 2.75430  -0.3316
C33 -2.14666 -3.68012 2.92456  -0.1029
C34 -2.17780 -4.35626 4.13432  -0.0604
C35 -1.34956 -3.96148 5.17452  -0.0621
C36 -0.49233 -2.88334 5.00830  -0.0666
C37 -0.46324 -2.19880 3.80460  -0.1043
H13 3.42822 -4.21661 1.55074  0.1106
H14 3.27997 -6.64697 1.96932  0.1089
H15 1.12598 -7.82323 1.67476  0.1075
H16 -0.85777 -6.58235 0.87671  0.1104
H17 -0.70510 -4.16985 0.43039  0.0070
H18 3.52030 -0.14787 0.74569  0.0761
H19 4.77792 0.89185 2.61501  0.1089
H20 4.58297 -0.04133 4.89700  0.1091
H21 3.15071 -2.01434 5.30624  0.1110
H22 1.88115 -3.02578 3.45242  0.0972
H23 -0.36682 0.57894 2.80347  0.0947
H24 -1.38101 2.70959 3.54534  0.1098
H25 -3.68807 3.27545 2.87473  0.1097
H26 -5.03563 1.65569 1.59294  0.1112
H27 -4.04239 -0.50759 0.90449  0.0774
H28 -2.79212 -3.98671 2.11210  0.0701
H29 -2.85399 -5.19048 4.26674  0.1102
H30 -1.37492 -4.49422 6.11605  0.1096
H31 0.15092 -2.56969 5.82085  0.1102
H32 0.19849 -1.35222 3.68260  0.0884
C38 -0.75179 -2.80398 -4.44269  -0.0094
C39 0.41587 -2.76865 -5.18314  -0.0120
C40 1.39630 -1.84977 -4.84721  0.0182
C41 1.19218 -0.98382 -3.78259  -0.2439
N9 0.04858 -1.02143 -3.08360  0.0548
C42 -0.89463 -1.90372 -3.40281  -0.0918
C43 2.22304 -0.00606 -3.35602  -0.2847
C44 3.37409 0.22195 -4.09519  0.0155
C45 4.31044 1.13465 -3.63769  -0.0145
C46 4.06031 1.81712 -2.46163  -0.0115
C47 2.87881 1.55329 -1.79095  -0.0951
N10 1.99715 0.65855 -2.21846  0.0255
H33 -1.53883 -3.51144 -4.65897  0.1212
H34 0.57000 -3.45264 -6.00635  0.1235
H35 2.31731 -1.83209 -5.40891  0.1146
H36 -1.77530 -1.91056 -2.78014  0.0534
H37 3.55042 -0.29783 -5.02442  0.1147
H38 5.21910 1.30907 -4.19739  0.1222
H39 4.76187 2.53965 -2.07072  0.1190
H40 2.63297 2.07829 -0.87824  0.1035

---

2) # C47H40BInN10P2S2

A structure of composition C47H40BInN10P2S2 (ωB97M-V with the def2-TZVPD basis set, OMol25).

Results
Spin multiplicity: 2
Total charge: +1
Gap between HOMO and LUMO (alpha / beta) (eV): 8.39 / 6.66
⟨S²⟩: 0.7557

Each line ends with the Löwdin charge.
Element x y z (Å)
In1 -0.42663 -1.00663 -0.71108  0.6081
C1 -1.37479 -5.36902 -1.29069  -0.0300
C2 -1.07300 -4.14795 -1.88443  -0.1342
N1 -1.44536 -3.14019 -1.10072  0.0014
N2 -2.01503 -3.68556 0.00041  0.0372
C3 -1.96237 -5.02320 -0.08818  -0.0653
B1 -2.56730 -2.74069 1.15191  -0.6741
N3 -1.45520 -2.28351 2.06223  0.0729
C4 -0.98771 -3.09649 3.15912  -0.1465
C5 0.97913 -2.51196 3.89370  -0.0852
C6 1.37615 -1.55204 2.74704  -0.1372
N4 -0.33956 -1.69259 1.46310  -0.0194
N5 -3.26088 -1.53958 0.42158  0.0468
C7 -4.58108 -1.41996 0.21339  -0.0294
C8 -4.79764 -0.48658 -0.77970  -0.0115
C9 -3.52453 -0.06852 -1.14454  -0.1306
N6 -2.60832 -0.69127 -0.40677  -0.0245
N7 -3.63914 -3.47017 1.94277  -0.0364
C10 -4.58038 -4.35511 1.51836  -0.1081
C11 -5.50078 -4.51273 2.52149  -0.0559
C12 -5.04447 -3.65682 3.54200  -0.1450
N8 -3.93990 -3.02900 3.19085  0.0850
H1 -1.20690 -6.35668 -1.67853  0.1018
H2 -0.59585 -3.95099 -2.83101  0.1160
H3 -2.35048 -5.64426 0.69986  0.1264
H4 -1.70726 -3.86539 3.41175  0.1414
H5 1.74438 -2.73506 4.63085  0.1449
H6 2.37145 -1.12393 2.73365  0.0945
H7 -5.28223 -1.99370 0.79391  0.1261
H8 -5.73985 -0.14548 -1.16766  0.1058
H9 -3.22956 0.65966 -1.88157  0.0929
H10 -4.55259 -4.77749 0.52953  0.1205
H11 -6.36981 -5.14527 2.52015  0.0951
H12 -5.47544 -3.47854 4.51355  0.1036
S1 3.49077 -0.46808 0.39671  0.4122
P1 2.53711 1.13081 -0.19812  0.4412
C13 0.76883 0.95528 -0.50648  -0.4502
P2 -0.07639 1.76560 -1.81796  0.5032
S2 -0.39832 0.19995 -3.07001  0.4158
C14 0.63172 3.18396 -2.66523  -0.3584
C15 0.71279 4.38597 -1.95982  -0.0815
C16 1.17603 5.52207 -2.59586  -0.0585
C17 1.53962 5.46710 -3.93735  -0.0624
C18 1.45207 4.27518 -4.63764  -0.0647
C19 0.99626 3.12713 -4.00308  -0.0919
C20 -1.60243 2.44456 -1.12953  -0.3753
C21 -1.93377 2.28172 0.21017  -0.1102
C22 -3.11873 2.81165 0.70132  -0.0531
C23 -3.97311 3.49704 -0.14728  -0.0554
C24 -3.64495 3.66183 -1.48903  -0.0563
C25 -2.45964 3.14478 -1.97926  -0.0864
C26 2.65301 2.49398 0.98934  -0.3462
C27 3.91157 2.83596 1.48377  -0.0953
C28 4.03777 3.85266 2.41376  -0.0635
C29 2.91007 4.52533 2.86960  -0.0687
C30 1.65513 4.17829 2.39462  -0.0677
C31 1.52838 3.16254 1.45673  -0.0899
C32 3.30790 1.71752 -1.73391  -0.3556
C33 3.47287 0.79019 -2.76144  -0.1076
C34 4.08757 1.16137 -3.94493  -0.0679
C35 4.56448 2.45594 -4.10156  -0.0730
C36 4.41371 3.37903 -3.07804  -0.0714
C37 3.78096 3.01499 -1.89886  -0.0807
H13 0.41322 4.43522 -0.91907  0.1083
H14 1.24451 6.45427 -2.05140  0.1125
H15 1.88829 6.36099 -4.43703  0.1116
H16 1.73612 4.23473 -5.68051  0.1142
H17 0.93052 2.19232 -4.54404  0.0832
H18 -1.28667 1.70858 0.86490  0.0772
H19 -3.37919 2.67381 1.74204  0.1147
H20 -4.89930 3.90494 0.23412  0.1123
H21 -4.31160 4.20109 -2.14816  0.1131
H22 -2.20044 3.28211 -3.02281  0.1212
H23 4.78776 2.29486 1.14580  0.1069
H24 5.01588 4.11797 2.79144  0.1104
H25 3.01180 5.31443 3.60232  0.1087
H26 0.77502 4.69364 2.75538  0.1078
H27 0.54696 2.88676 1.09123  0.0692
H28 3.13864 -0.23090 -2.61926  0.0788
H29 4.21166 0.43709 -4.73920  0.1087
H30 5.05972 2.74268 -5.01968  0.1095
H31 4.78798 4.38707 -3.19600  0.1124
H32 3.66063 3.74459 -1.11016  0.1061
C38 -0.88587 -0.82253 4.35789  0.0138
C39 -0.46903 -2.25097 4.37209  -0.1503
C40 0.46829 -3.52660 2.82914  -0.0532
C41 0.87650 -2.57442 1.70053  -0.2217
N9 0.32133 -0.61485 2.31288  0.0175
C42 -0.50961 -0.06755 3.33227  -0.0670
C43 1.60316 -3.03260 0.47987  -0.2246
C44 2.61470 -3.97758 0.58128  0.0131
C45 3.32989 -4.32547 -0.54922  -0.0172
C46 3.01049 -3.73420 -1.76358  -0.0248
C47 1.97942 -2.82044 -1.79135  -0.1430
N10 1.29314 -2.48375 -0.69840  0.0115
H33 -1.49892 -0.41451 5.14961  0.1155
H34 -0.68886 -2.74697 5.31474  0.1476
H35 0.72674 -4.57957 2.77154  0.1497
H36 -0.77709 0.97631 3.22734  0.1016
H37 2.84738 -4.41337 1.54251  0.1285
H38 4.13158 -5.04842 -0.48586  0.1218
H39 3.54875 -3.97239 -2.66892  0.1185
H40 1.68817 -2.32405 -2.71120  0.1086

---

Which structure is the least stable? The one labeled 2).

---

1) # C7H13N2S

The ion C7H13N2S with charge +1 (ωB97M-V with the def2-TZVPD basis set, OMol25).

Results
Spin multiplicity: 1
Total charge: +1
Gap between HOMO and LUMO (eV): 8.52

Each line ends with the natural charge from an NBO analysis.
Element x y z (Å)
C1 0.32065 1.87180 -1.39420  -0.2522
C2 -0.58736 1.88067 -0.38840  0.0075
C3 1.22996 0.72211 -1.42979  0.1343
C4 -0.03947 -0.61828 0.18076  0.2455
C5 0.42176 -1.15088 1.48816  -0.6782
C6 -0.35391 1.42173 1.81062  -0.4789
C7 -0.21651 -2.49425 -1.75672  -0.7896
N1 0.98078 -0.30547 -0.71745  -0.4488
N2 -0.84237 0.86653 0.54583  -0.4674
S1 -1.29379 -1.82537 -0.54346  0.2669
H1 0.47823 2.86185 -1.96865  0.2777
H2 -1.29401 2.71024 -0.22836  0.2335
H3 2.08638 0.68031 -2.10875  0.2285
H4 -0.37356 -1.63736 1.99092  0.2405
H5 0.76057 -0.36402 2.06901  0.2218
H6 1.23293 -1.95023 1.34072  0.2783
H7 0.73090 1.61555 1.81123  0.2489
H8 -0.70346 2.46860 2.15248  0.2634
H9 -0.64448 0.81853 2.72022  0.2544
H10 0.10639 -1.73408 -2.54872  0.2449
H11 -0.83294 -3.36498 -2.16798  0.2651
H12 0.66870 -3.06733 -1.30667  0.2470
H13 -1.83537 0.59433 0.44922  0.4572

---

2) # C7H13N2S

A cluster of 2 separate species, C7H13N2S in total (ωB97M-V with the def2-TZVPD basis set, OMol25).

Results
Spin multiplicity: 1
Total charge: +1
Gap between HOMO and LUMO (alpha / beta) (eV): 7.42 / 7.27

Each line ends with the natural charge from an NBO analysis.
Element x y z (Å)
C1 -2.21249 -0.36296 3.65932  0.1189
C2 -0.20862 -1.81419 -0.09043  -0.3382
C3 0.49337 -0.86863 -0.72116  -0.0856
C4 0.01893 0.48777 -0.89556  -0.2824
C5 1.86289 -1.16642 -1.28219  -0.6589
C6 1.29393 1.78763 0.76742  -0.4234
C7 -2.63066 -0.10680 -1.35246  -0.6812
N1 -1.39105 -0.01614 2.94945  -0.3606
N2 1.00115 1.55867 -0.67211  -0.5056
S1 -1.55748 1.08728 -1.03749  0.7475
H1 0.17799 -2.81239 -0.00111  0.2169
H2 -1.14456 -1.61690 0.40045  0.2109
H3 2.64215 -0.95182 -0.55336  0.2216
H4 1.93319 -2.22437 -1.51718  0.2584
H5 2.05815 -0.61299 -2.19890  0.2117
H6 2.05616 2.55528 0.88326  0.2300
H7 0.38345 2.09395 1.27775  0.2439
H8 1.63772 0.85854 1.21535  0.2434
H9 -3.63447 0.21577 -1.53592  0.2557
H10 -2.95027 -0.68074 4.34573  0.2429
H11 -2.35283 -1.13841 -1.40811  0.2498
H12 1.87265 1.29702 -1.15287  0.4439
H13 0.65072 2.43085 -1.07988  0.4405

---

Which structure is the least stable? The one labeled 2).